Entry 1:
A 2-piece molecular cluster, C29H26NO2 overall at a distorted geometry. Source: the Open Molecules 2025 dataset; level of theory: the ωB97M-V functional and the def2-TZVPD basis.

Atoms and positions in Å:
C1 -4.17 -2.14 3.43
C2 -4.35 -0.75 3.39
C3 -3.24 0.10 3.33
C4 -1.93 -0.42 3.31
C5 -0.74 0.46 3.20
C6 -0.80 1.79 2.92
N1 0.50 -0.17 3.36
C7 1.61 0.12 2.59
C8 2.85 -0.70 2.86
C9 4.08 -0.18 2.43
C10 5.26 -0.90 2.63
C11 5.21 -2.17 3.23
C12 3.97 -2.71 3.62
C13 2.79 -1.98 3.42
O1 1.59 0.97 1.70
C14 -1.76 -1.83 3.34
C15 -2.87 -2.68 3.40
H1 -5.03 -2.81 3.49
H2 -5.35 -0.33 3.40
H3 -3.37 1.18 3.30
H4 0.11 2.37 2.86
H5 -1.77 2.25 2.84
H6 0.60 -0.88 4.07
H7 4.11 0.80 1.94
H8 6.21 -0.48 2.31
H9 6.13 -2.73 3.40
H10 3.92 -3.70 4.08
H11 1.83 -2.42 3.70
H12 -0.76 -2.26 3.28
H13 -2.71 -3.76 3.43
C16 -1.59 -3.85 -4.82
O2 -0.68 -3.56 -3.74
C17 -0.46 -2.25 -3.47
C18 0.38 -1.95 -2.36
C19 0.62 -0.64 -2.02
C20 0.06 0.46 -2.76
C21 0.37 1.76 -2.30
C22 0.00 3.05 -2.78
C23 0.60 4.16 -2.11
C24 0.33 5.47 -2.49
C25 -0.54 5.72 -3.56
C26 -1.16 4.65 -4.22
C27 -0.91 3.34 -3.83
C28 -0.76 0.12 -3.89
C29 -1.03 -1.19 -4.22
H14 -1.65 -4.93 -4.86
H15 -2.58 -3.42 -4.62
H16 -1.20 -3.45 -5.77
H17 0.80 -2.77 -1.79
H18 1.24 -0.41 -1.16
H19 1.04 1.76 -1.44
H20 1.27 3.95 -1.27
H21 0.80 6.29 -1.95
H22 -0.73 6.75 -3.87
H23 -1.85 4.85 -5.04
H24 -1.45 2.54 -4.34
H25 -1.19 0.89 -4.51
H26 -1.69 -1.41 -5.07

Results
total energy = -1325.6500 a.u.
gap between HOMO and LUMO = 4.94 eV
energy relative to the best compared isomer or geometry (same formula, charge and spin) = 0.0 kcal per mole
charge = +1
F_max = 0.0387 Eh/bohr
E_HOMO = -10.245 eV

Quick look at the Mulliken charges, all values in e: number 1, C, carries -0.395; number 2, C, carries -0.701; number 3, C, carries -0.462; number 4, C, carries 1.004; number 5, C, carries 0.546; number 6, C, carries -1.345; number 7, N, carries -0.158; number 8, C, carries 0.393; number 9, C, carries 0.630; number 10, C, carries -0.429; number 11, C, carries -0.560; number 12, C, carries -0.382; number 13, C, carries -0.760; number 14, C, carries -0.168; number 15, O, carries -0.645; number 16, C, carries -0.241; number 17, C, carries -0.752; number 18, H, carries 0.374; number 19, H, carries 0.376; number 20, H, carries 0.216; number 21, H, carries 0.325; number 22, H, carries 0.265; number 23, H, carries 0.367; number 24, H, carries 0.428; number 25, H, carries 0.383; number 26, H, carries 0.377; number 27, H, carries 0.389; number 28, H, carries 0.204; number 29, H, carries 0.364; number 30, H, carries 0.381; number 31, C, carries -0.833; number 32, O, carries -0.407; number 33, C, carries 1.040; number 34, C, carries -0.787; number 35, C, carries -0.592; number 36, C, carries 0.999; number 37, C, carries -0.498; number 38, C, carries 1.031; number 39, C, carries -0.542; number 40, C, carries -0.655; number 41, C, carries -0.321; number 42, C, carries -0.849; number 43, C, carries -0.064; number 44, C, carries -0.491; number 45, C, carries -0.718; number 46, H, carries 0.244; number 47, H, carries 0.369; number 48, H, carries 0.359; number 49, H, carries 0.463; number 50, H, carries 0.456; number 51, H, carries 0.266; number 52, H, carries 0.394; number 53, H, carries 0.388; number 54, H, carries 0.398; number 55, H, carries 0.399; number 56, H, carries 0.300; number 57, H, carries 0.224; number 58, H, carries 0.403

Entry 2:
C29H27AsBF6N6S2W as an isolated structure at a distorted geometry. Source: the Open Molecules 2025 dataset; level of theory: the ωB97M-V functional and the def2-TZVPD basis.

Atoms and positions in Å:
W1 0.31 0.53 -0.24
C1 4.10 -0.83 -2.27
C2 4.79 -1.48 -1.27
C3 4.23 -1.54 -0.01
C4 3.00 -0.94 0.23
N1 2.31 -0.34 -0.76
C5 2.86 -0.29 -1.98
C6 2.38 -0.84 1.56
C7 3.02 -1.30 2.71
C8 2.39 -1.16 3.94
C9 1.13 -0.58 4.00
C10 0.51 -0.13 2.84
C11 1.13 -0.24 1.60
H1 4.49 -0.74 -3.28
H2 5.76 -1.93 -1.46
H3 4.74 -2.03 0.80
H4 2.30 0.22 -2.75
H5 4.00 -1.75 2.67
H6 2.88 -1.50 4.84
H7 0.63 -0.47 4.95
H8 -0.48 0.30 2.92
S1 -1.55 2.06 -1.22
C12 -2.35 1.14 -2.48
C13 -3.64 1.46 -2.89
C14 -4.23 0.76 -3.94
C15 -3.53 -0.25 -4.58
C16 -2.25 -0.58 -4.17
C17 -1.67 0.11 -3.11
S2 -0.04 -0.31 -2.58
H9 -4.18 2.24 -2.38
H10 -5.24 1.01 -4.24
H11 -3.99 -0.79 -5.41
H12 -1.70 -1.39 -4.64
B1 2.77 2.71 0.54
N2 1.43 3.03 1.26
C18 1.13 4.00 2.12
C19 -0.21 3.90 2.46
C20 -0.68 2.82 1.73
N3 0.32 2.31 1.01
N4 2.41 2.81 -0.96
C21 2.87 3.67 -1.87
C22 2.10 3.55 -3.02
C23 1.15 2.58 -2.71
N5 1.35 2.13 -1.46
H13 3.60 3.54 0.82
H14 3.10 1.59 0.81
H15 1.89 4.69 2.44
H16 -0.77 4.53 3.13
H17 -1.66 2.39 1.69
H18 3.71 4.29 -1.65
H19 2.19 4.09 -3.94
H20 0.35 2.21 -3.31
C24 -3.05 -4.91 1.48
C25 -2.12 -3.92 0.84
C26 -0.81 -3.77 1.27
C27 -0.03 -2.77 0.73
N6 -0.45 -1.90 -0.20
C28 -1.69 -2.08 -0.64
C29 -2.54 -3.07 -0.17
H21 -3.10 -4.73 2.55
H22 -2.70 -5.93 1.32
H23 -4.06 -4.82 1.08
H24 -0.39 -4.42 2.03
H25 1.00 -2.67 1.06
H26 -2.04 -1.40 -1.40
H27 -3.54 -3.13 -0.57
F1 -1.40 0.26 0.78
As1 -3.61 -0.02 2.17
F2 -4.13 -0.61 0.67
F3 -3.56 1.54 1.51
F4 -5.08 0.20 2.96
F5 -2.52 0.46 3.37
F6 -3.36 -1.63 2.67

Results
total energy = -5173.3251 a.u.
expectation value of S² = 0.76
gap between HOMO and LUMO (spin up / spin down) = 6.33 / 5.89 eV
energy relative to the best compared isomer or geometry (same formula, charge and spin) = 26.0 kcal per mole
2S+1 = 2
charge = 0
F_max = 0.0565 Eh/bohr
E_HOMO (spin up / spin down) = -6.978 / -7.042 eV

Quick look at the Mulliken charges, all values in e: number 1, W, carries 1.021; number 2, C, carries -1.129; number 3, C, carries -0.673; number 4, C, carries -0.915; number 5, C, carries 0.545; number 6, N, carries 0.602; number 7, C, carries 0.031; number 8, C, carries 0.834; number 9, C, carries -0.437; number 10, C, carries -1.088; number 11, C, carries -1.011; number 12, C, carries -0.456; number 13, C, carries 0.532; number 14, H, carries 0.487; number 15, H, carries 0.439; number 16, H, carries 0.451; number 17, H, carries 0.307; number 18, H, carries 0.396; number 19, H, carries 0.400; number 20, H, carries 0.482; number 21, H, carries 0.332; number 22, S, carries -0.255; number 23, C, carries 1.198; number 24, C, carries -0.726; number 25, C, carries -0.570; number 26, C, carries -0.668; number 27, C, carries -0.751; number 28, C, carries -0.112; number 29, S, carries -0.379; number 30, H, carries 0.448; number 31, H, carries 0.382; number 32, H, carries 0.373; number 33, H, carries 0.473; number 34, B, carries 0.414; number 35, N, carries -0.068; number 36, C, carries -0.230; number 37, C, carries -1.373; number 38, C, carries -0.406; number 39, N, carries 0.297; number 40, N, carries 0.090; number 41, C, carries -0.289; number 42, C, carries -1.108; number 43, C, carries -0.436; number 44, N, carries 0.368; number 45, H, carries -0.169; number 46, H, carries -0.113; number 47, H, carries 0.450; number 48, H, carries 0.498; number 49, H, carries 0.561; number 50, H, carries 0.436; number 51, H, carries 0.458; number 52, H, carries 0.421; number 53, C, carries -1.701; number 54, C, carries 1.199; number 55, C, carries -0.782; number 56, C, carries -0.297; number 57, N, carries 0.137; number 58, C, carries -0.133; number 59, C, carries -0.713; number 60, H, carries 0.356; number 61, H, carries 0.411; number 62, H, carries 0.367; number 63, H, carries 0.487; number 64, H, carries 0.285; number 65, H, carries -0.080; number 66, H, carries 0.405; number 67, F, carries -0.112; number 68, As, carries 1.854; number 69, F, carries -0.392; number 70, F, carries -0.425; number 71, F, carries -0.368; number 72, F, carries -0.419; number 73, F, carries -0.440